# 1
97
Properties=species:S:1:pos:R:3:forces:R:3 method="wB97M-V/def2-TZVPD" orbital_gap_ev="5.2 / 6.8" charge=+1 homo_ev="-7.35 / -9.10"
C 0.788740 -1.761091 -2.343077 0.1 -0.5 -0.5
C 0.045762 0.485722 -2.522999 -0.2 -0.2 0.9
C 0.829868 -1.920450 -3.716137 0.2 -0.6 0.7
C 0.215369 0.383724 -3.933269 -0.1 -0.2 -0.7
C 0.596470 -0.807306 -4.525853 0.0 0.8 0.3
H 1.062403 -2.907987 -4.106939 -0.1 0.3 -0.1
H -0.029578 1.254964 -4.541096 0.0 -0.3 0.1
H 0.704672 -0.897894 -5.606747 -0.1 0.2 0.3
N 0.559933 -0.563449 -1.769012 -0.6 0.7 -0.2
P 1.490861 -2.531767 0.246739 -0.7 -0.3 -0.4
P -1.000653 2.499755 -0.498043 0.5 -1.4 -0.8
C 0.845884 -2.980659 -1.414515 0.1 -0.4 -0.3
H -0.181435 -3.367822 -1.292815 0.3 0.3 -0.1
H 1.435087 -3.789245 -1.862131 -0.3 0.2 -0.1
C -0.835374 1.879798 1.246359 -1.4 1.4 -1.4
O -0.763299 1.294744 2.252025 0.6 -0.7 0.0
C -0.782549 1.524244 -1.974867 1.3 1.1 -0.5
H -1.188579 2.120317 -2.815292 0.1 -0.2 0.6
C -2.784301 3.115507 -0.642046 -0.6 0.0 0.0
C 0.098946 3.968525 -0.213080 0.2 0.0 0.4
C 0.633684 -3.545102 1.612739 0.6 -0.3 -0.5
C 3.339606 -2.860395 0.003310 -0.5 -0.1 0.3
C -3.444890 2.713972 0.682431 -0.5 0.0 0.2
H -3.046684 3.277998 1.536856 0.0 -0.2 -0.2
H -4.528083 2.910541 0.634599 0.3 0.0 -0.1
H -3.315216 1.637131 0.857673 0.0 0.5 0.1
C -3.043968 4.604113 -0.933520 0.0 0.3 0.1
H -2.627857 5.307141 -0.211247 -0.1 -0.1 -0.2
H -2.718694 4.887414 -1.941384 0.0 -0.1 0.3
H -4.135526 4.746498 -0.904321 0.3 -0.1 0.0
C -3.493967 2.400862 -1.798406 -0.1 -0.4 -0.3
H -4.581915 2.543989 -1.696597 0.4 0.0 0.1
H -3.212403 2.825164 -2.770262 0.0 -0.1 0.2
H -3.281571 1.327610 -1.808631 0.0 0.4 0.0
C -0.390924 4.686116 1.058935 0.2 0.3 0.2
H -0.382364 4.006866 1.921343 0.0 0.4 -0.2
H 0.289273 5.521609 1.271086 -0.1 -0.1 0.0
H -1.399221 5.095313 0.959347 0.4 -0.1 0.2
C 1.522330 3.460955 0.039430 0.2 0.0 -0.1
H 1.571338 2.777227 0.889703 -0.1 0.1 0.0
H 1.938480 2.951557 -0.841356 -0.1 0.1 0.1
H 2.163234 4.327895 0.264683 -0.1 -0.2 -0.1
C 0.159979 4.924776 -1.405291 -0.1 0.0 -0.2
H -0.779095 5.451544 -1.587116 0.2 -0.1 0.0
H 0.922674 5.682571 -1.183256 -0.1 -0.1 -0.1
H 0.462509 4.402858 -2.320449 -0.1 0.1 0.1
C 4.075105 -2.608811 1.329254 0.2 -0.1 0.0
H 5.155679 -2.720368 1.147584 -0.2 0.1 0.1
H 3.897266 -1.589331 1.703453 0.0 -0.2 -0.1
H 3.798582 -3.322089 2.115753 0.1 0.3 -0.2
C 3.852846 -1.855806 -1.040018 0.1 0.0 -0.1
H 3.416447 -2.025234 -2.032046 0.1 0.1 0.2
H 3.656013 -0.815903 -0.748219 0.0 -0.2 -0.1
H 4.942435 -1.976329 -1.134636 -0.2 0.0 0.0
C 3.589105 -4.290664 -0.504088 0.3 -0.1 0.1
H 4.664539 -4.506652 -0.428440 -0.2 0.0 -0.1
H 3.059072 -5.047909 0.082251 0.2 0.2 -0.2
H 3.306329 -4.408874 -1.556349 0.1 0.0 0.2
C -0.780454 -3.890496 1.128595 0.0 0.0 0.0
H -0.772485 -4.659349 0.342895 0.0 0.2 0.2
H -1.363088 -4.284642 1.975381 0.2 0.1 -0.2
H -1.296429 -2.999393 0.751568 0.2 -0.2 0.1
C 0.538673 -2.628425 2.846958 0.0 0.0 0.0
H -0.008935 -1.701762 2.628682 0.1 -0.2 0.0
H -0.003928 -3.164705 3.639373 0.2 0.1 -0.1
H 1.530791 -2.361565 3.236451 -0.1 -0.1 -0.1
C 1.381994 -4.836701 1.966043 -0.3 -0.2 0.3
H 1.391186 -5.545521 1.126895 0.0 0.2 0.2
H 2.410595 -4.657062 2.303451 -0.3 -0.1 -0.1
H 0.848804 -5.323368 2.798715 0.2 0.1 -0.2
Be 0.357569 -0.503158 -0.123986 -0.8 -0.9 0.1
N -1.282874 -0.516517 0.029654 1.4 -0.9 0.9
C -2.407981 -0.359914 -0.316462 -2.3 0.4 0.2
C -3.847038 -0.995345 -0.103125 0.9 -0.3 -0.1
C -4.861928 -0.423268 -1.074283 -0.3 0.2 -0.1
C -3.770484 -2.494226 -0.359740 0.2 -0.5 0.0
C -4.266155 -0.732420 1.338212 0.0 0.1 0.4
H -5.103765 0.612125 -0.831471 0.0 -0.1 -0.1
H -4.487921 -0.483217 -2.101121 -0.1 0.1 0.1
H -5.798567 -0.992531 -1.027213 0.2 0.0 0.1
H -3.220841 -3.009428 0.434137 -0.1 0.1 -0.2
H -4.782011 -2.923475 -0.402872 0.2 0.1 0.0
H -3.281567 -2.698551 -1.320110 -0.1 0.0 0.1
H -5.081890 -1.407152 1.625411 0.1 0.1 -0.1
H -3.428553 -0.884395 2.029463 -0.2 -0.1 -0.1
H -4.629693 0.289426 1.464670 0.0 -0.1 0.1
C 3.305318 1.260236 3.566128 -0.4 -0.4 0.1
N 3.345819 1.232173 2.087203 1.2 0.2 0.5
C 4.392447 2.019186 1.384954 -0.2 -0.2 -0.4
C 2.468377 0.539507 1.424124 -3.8 0.1 -1.7
N 1.496498 0.169899 0.850640 3.7 2.2 2.0
H 4.137461 1.876126 3.914592 -0.2 -0.2 -0.1
H 3.405367 0.242662 3.969756 0.0 0.3 -0.1
H 2.356240 1.689567 3.918423 0.3 -0.1 -0.1
H 4.966067 1.374248 0.703685 -0.1 0.2 0.3
H 3.943141 2.833737 0.799803 0.1 -0.2 0.2
H 5.057863 2.439809 2.142514 -0.1 -0.2 -0.2


# 2
56
Properties=species:S:1:pos:R:3:forces:R:3 method="wB97M-V/def2-TZVPD" orbital_gap_ev=7.5 charge=+2 homo_ev=-14.79
Os -0.652296 1.072505 -0.145540 0.1 0.0 -0.2
N 0.961924 3.738176 -1.189540 0.0 0.0 0.0
C 1.618936 2.562635 -1.424083 0.0 0.0 0.0
C 2.880961 2.674383 -2.028693 0.0 0.0 0.0
C 3.611330 1.556705 -2.311559 0.0 0.0 0.0
C 3.079529 0.299235 -2.001218 0.0 0.0 0.0
C 1.853785 0.241471 -1.419261 0.1 0.0 0.0
N 1.112389 1.353933 -1.110554 0.0 -0.1 0.0
C -0.232274 4.063735 -0.584852 0.0 0.0 0.1
C -0.563768 5.420891 -0.488109 0.1 0.0 0.0
C -1.721233 5.785487 0.145077 -0.1 0.0 0.0
C -2.545849 4.793249 0.686353 0.0 0.1 0.0
C -2.164374 3.492066 0.546367 0.0 0.0 0.0
N -1.022457 3.114261 -0.094508 -0.2 0.0 0.1
H 1.497517 4.545219 -1.468228 0.0 0.0 0.0
H 3.261847 3.659644 -2.261056 0.0 0.0 0.0
H 4.584752 1.647116 -2.774592 0.0 0.0 0.0
H 3.611769 -0.614644 -2.218209 0.0 0.0 0.0
H 1.398364 -0.703443 -1.187305 0.0 0.0 0.0
H 0.101927 6.164417 -0.905814 0.0 0.0 0.0
H -1.987247 6.830312 0.230156 0.0 0.0 0.0
H -3.463086 5.035506 1.201611 0.0 0.0 0.0
H -2.765759 2.687855 0.948261 0.0 0.0 0.0
C -4.169315 0.178321 -2.499338 0.0 0.0 0.0
O -3.403633 0.356578 -1.241317 0.0 0.0 -0.1
C -2.193169 0.727991 -1.327803 -0.1 0.1 0.3
O -1.438180 1.013996 -2.243024 0.1 0.0 0.0
H -4.414045 -0.876396 -2.554463 0.0 0.0 0.0
H -3.561682 0.493186 -3.341470 0.0 0.0 0.0
H -5.060071 0.786060 -2.391774 0.0 0.0 0.0
C 1.082397 -4.217335 2.338165 0.0 0.0 0.0
C 0.394284 -5.086728 1.289509 0.0 0.0 0.0
C 1.300838 -5.354502 0.093368 0.0 0.0 0.0
C -0.958418 -4.513542 0.865206 0.0 0.0 0.0
N -0.841398 -3.169837 0.264118 0.0 -0.1 0.0
C -0.756753 -1.990105 0.861364 0.0 0.1 0.0
N -0.576691 -1.078142 -0.079305 0.0 -0.1 -0.1
N -0.573946 -1.746371 -1.266098 0.0 0.0 0.1
N -0.722260 -2.992156 -1.056784 0.0 0.0 0.0
H 1.956128 -4.729467 2.738223 0.0 0.0 0.0
H 0.426746 -3.987789 3.181850 0.0 0.0 0.0
H 1.443404 -3.277487 1.906474 0.0 0.0 0.0
H 0.139931 -6.042804 1.755794 0.0 0.0 0.0
H 1.553466 -4.430487 -0.433564 0.0 0.0 0.0
H 0.833687 -6.031284 -0.622361 0.0 0.0 0.0
H 2.235067 -5.806796 0.423708 0.0 0.0 0.0
H -1.629622 -4.411788 1.717156 0.0 0.0 0.0
H -1.437265 -5.130260 0.107625 0.0 0.0 0.0
H -0.841096 -1.819634 1.920388 0.0 0.0 0.0
O -0.542766 1.262354 1.718849 -0.1 0.1 0.0
N -0.125476 0.287755 2.585218 0.1 -0.1 0.1
C 1.108492 0.418017 2.900616 0.0 0.0 -0.1
C 1.943702 1.416493 2.267676 0.0 -0.1 0.1
N 2.543282 2.171670 1.646226 0.0 0.0 0.0
C 1.680166 -0.526968 3.819589 0.0 0.0 0.0
N 2.147485 -1.313270 4.511457 0.0 0.0 0.0


# 3
17
Properties=species:S:1:pos:R:3:forces:R:3 method="wB97M-V/def2-TZVPD" smiles="C=C(O)/C=C/C.O" orbital_gap_ev=9.6 homo_ev=-8.86
C -2.015856 -1.432826 -0.975626 0.3 0.6 -1.9
C -0.925935 -0.942400 -0.382496 -0.4 -0.7 0.7
O 0.000719 -1.846123 0.178495 -0.3 0.6 -0.8
C -0.650358 0.466968 -0.088616 0.3 0.0 0.3
C 0.197213 0.864420 0.870925 0.0 0.3 -1.2
C 0.267244 2.344905 1.178503 -0.4 -1.3 1.0
H -2.185119 -2.477632 -1.202152 0.3 -0.2 0.6
H -2.564571 -0.805404 -1.684848 -0.2 0.3 0.9
H 0.572654 -1.962132 -0.603568 0.2 -0.6 0.6
H -1.164372 1.266118 -0.622670 -0.5 -0.5 0.1
H 0.934061 0.174283 1.258329 -0.3 -0.1 0.5
H -0.771781 2.668709 1.273430 0.2 0.5 -0.7
H 0.871045 2.804851 0.400432 -0.1 0.6 0.3
H 0.624160 2.476770 2.202765 0.6 0.3 -0.3
O 2.496367 -1.321594 -0.886615 -0.4 0.6 -0.6
H 1.888641 -0.548449 -0.895845 0.7 -0.6 0.3
H 2.425882 -1.730459 -0.020443 0.0 0.2 0.2


# 4
42
Properties=species:S:1:pos:R:3:forces:R:3 method="wB97M-V/def2-TZVPD" orbital_gap_ev=7.3 charge=-1 homo_ev=-5.28
Be 0.372555 0.445098 0.256145 -0.3 -0.3 -0.2
Cl -2.511915 -3.638085 5.540473 0.0 0.1 -0.1
C -1.672631 -2.643614 4.364055 0.0 0.0 0.0
C -0.705544 -1.733687 4.787686 0.0 0.0 0.0
C -0.035874 -0.960805 3.868461 0.0 0.0 0.0
C -0.297821 -1.041762 2.478421 0.0 -0.1 -0.2
O 0.400464 -0.320936 1.666592 0.2 0.2 0.2
C -1.296723 -1.975724 2.079857 -0.1 0.0 -0.1
C -1.629995 -2.168012 0.678898 -0.1 -0.1 0.2
N -1.156008 -1.396907 -0.202919 0.1 0.2 -0.1
C -1.374637 -1.494837 -1.566537 0.1 0.0 0.1
C -2.450009 -2.051864 -2.204733 -0.1 0.0 -0.1
C -2.518790 -2.057987 -3.615874 0.0 0.0 0.1
C -1.516363 -1.514748 -4.366493 0.0 0.0 0.0
C -0.398802 -0.915174 -3.733015 0.0 0.0 -0.1
C 0.673293 -0.323445 -4.442447 -0.1 0.0 -0.1
C 1.699086 0.241172 -3.753502 0.0 0.0 0.1
C 1.652696 0.250056 -2.340465 0.1 0.0 0.0
N 0.677637 -0.282854 -1.645889 0.0 0.2 -0.1
C -0.340530 -0.884861 -2.332750 0.1 0.0 0.2
C -1.956728 -2.762898 3.028010 -0.1 -0.1 0.0
H -0.485823 -1.643033 5.843893 0.0 0.0 0.0
H 0.726597 -0.260920 4.185693 0.0 0.0 0.0
H -2.293942 -3.011874 0.435785 0.0 0.0 0.0
H -3.258570 -2.471299 -1.618957 0.0 0.0 0.0
H -3.381033 -2.496777 -4.101919 0.0 0.0 0.0
H -1.567236 -1.517596 -5.448568 0.0 0.0 0.0
H 0.655471 -0.320043 -5.526534 0.0 0.0 0.0
H 2.529366 0.719182 -4.253572 0.0 0.0 0.0
H 2.428068 0.750469 -1.775848 0.0 0.0 -0.1
H -2.704457 -3.474515 2.695402 0.0 0.0 0.0
O -0.585070 2.974331 1.929987 0.0 0.1 0.1
P -0.864385 2.893631 0.349531 0.0 -0.3 -0.1
O -1.975928 3.770445 -0.016168 0.0 -0.1 0.0
O -0.892574 1.406036 -0.025915 0.1 0.3 0.1
O 0.524367 3.450763 -0.310958 0.0 0.2 0.0
P 1.976873 2.790304 -0.130856 -0.2 -0.4 0.2
O 2.548162 3.464495 1.215721 0.0 0.1 0.0
O 2.830461 3.088852 -1.293875 0.0 0.0 0.0
O 1.735748 1.339677 0.279044 0.1 0.3 0.0
H 0.050195 2.313126 2.232324 0.0 -0.1 0.0
H 2.976941 4.297772 0.996437 0.0 0.0 0.0